10 unconnected molecules or ions with the total composition C21H62NO21S, computed with ωB97M-V with the def2-TZVPD basis set.

```
106
C21H62NO21S, DFT ωB97M-V with the def2-TZVPD basis set
C 47.677 33.349 24.258
N 48.494 32.224 24.756
C 49.359 32.638 25.987
C 47.552 31.147 25.138
C 49.396 31.717 23.779
C 48.882 31.339 22.397
O 49.813 30.819 21.558
H 46.920 33.050 23.543
H 48.306 34.111 23.784
H 47.277 33.868 25.171
H 48.838 32.801 26.888
H 49.872 33.542 25.871
H 50.051 31.842 26.543
H 47.920 30.336 25.343
H 46.641 30.859 24.508
H 47.174 31.476 26.107
H 50.080 30.942 24.226
H 50.138 32.470 23.542
H 48.377 32.226 21.943
H 48.206 30.692 22.481
H 49.295 30.678 20.697
S 48.834 31.966 18.263
O 49.936 32.756 18.536
O 48.912 31.456 16.868
O 48.715 30.893 19.206
O 47.678 32.850 18.368
C 46.498 29.835 15.007
C 45.374 30.472 16.051
O 44.454 29.486 16.140
O 47.690 30.662 14.858
H 46.021 29.759 13.903
H 46.825 28.938 15.357
H 45.001 31.664 15.672
H 45.816 30.533 17.127
H 43.817 29.758 16.864
H 47.679 31.024 15.642
C 51.238 31.437 14.895
C 50.897 30.016 14.716
O 50.409 29.592 15.996
O 50.204 32.343 14.913
H 51.940 31.791 14.144
H 51.896 31.749 15.714
H 51.703 29.127 14.490
H 50.163 29.924 13.996
H 49.898 30.309 16.159
H 49.720 32.035 15.709
C 47.972 27.546 17.780
C 47.112 28.024 18.964
O 47.806 28.784 19.973
O 47.288 26.759 16.912
H 48.915 27.100 18.415
H 48.671 28.315 17.482
H 46.787 27.066 19.267
H 46.331 28.533 18.644
H 48.022 29.501 19.397
H 47.968 26.393 16.378
C 48.884 36.768 20.529
C 48.759 35.794 19.358
O 47.662 34.966 19.887
O 50.012 37.573 20.301
H 48.926 36.189 21.474
H 47.999 37.337 20.818
H 49.457 35.195 19.153
H 48.556 36.368 18.501
H 47.450 34.215 19.227
H 50.654 36.922 20.695
C 47.364 35.589 14.613
C 47.555 34.498 15.648
O 46.410 34.340 16.542
O 48.583 35.776 13.836
H 47.360 36.414 15.368
H 46.557 35.389 14.032
H 48.520 34.298 15.991
H 47.624 33.423 15.153
H 46.779 33.761 17.230
H 49.215 35.955 14.397
C 53.018 29.268 20.146
C 51.860 30.109 19.412
O 50.858 29.186 19.100
O 54.120 29.927 20.321
H 53.199 28.203 19.768
H 52.389 29.115 20.915
H 52.439 30.372 18.563
H 51.575 31.052 19.945
H 50.314 29.935 18.944
H 54.309 30.148 19.397
C 45.578 32.036 20.814
C 44.861 31.401 19.659
O 45.116 32.314 18.628
O 45.497 31.165 21.943
H 45.208 33.035 21.153
H 46.699 32.212 20.685
H 43.831 31.397 19.823
H 45.166 30.450 19.416
H 46.097 32.653 18.499
H 46.145 30.475 22.025
C 52.955 33.983 18.219
C 52.597 34.663 19.594
O 51.622 33.889 20.309
O 51.838 34.019 17.417
H 53.103 33.013 18.496
H 53.955 34.303 17.789
H 52.143 35.645 19.170
H 53.460 34.898 20.154
H 50.967 33.429 19.722
H 51.015 33.698 17.893
```

Output
- Spin multiplicity: 1
- Relative energy (zero: lowest compared OMol25 entry of this formula, charge and spin): 2.2196 eV
- LUMO level: 0.85 eV
- F_max: 10.1 eV Å⁻¹
- Gap between HOMO and LUMO: 6.8 eV
- Net charge: -1

Results of the Löwdin charge analysis, in e, for atoms 1 through 99:
1 C 0.02
2 N -0.32
3 C 0.03
4 C 0.02
5 C -0.14
6 C -0.27
7 O -0.02
8 H 0.10
9 H 0.12
10 H 0.13
11 H 0.07
12 H 0.08
13 H 0.17
14 H 0.01
15 H 0.16
16 H 0.12
17 H 0.17
18 H 0.15
19 H 0.14
20 H 0.04
21 H 0.07
22 S 0.36
23 O -0.26
24 O -0.31
25 O -0.30
26 O -0.35
27 C -0.14
28 C -0.28
29 O -0.10
30 O -0.06
31 H 0.15
32 H 0.05
33 H 0.19
34 H 0.11
35 H 0.12
36 H -0.08
37 C -0.31
38 C -0.21
39 O -0.07
40 O -0.05
41 H 0.11
42 H 0.12
43 H 0.16
44 H 0.08
45 H -0.06
46 H 0.00
47 C -0.30
48 C -0.22
49 O -0.06
50 O 0.00
51 H 0.16
52 H 0.09
53 H 0.11
54 H 0.05
55 H -0.02
56 H 0.08
57 C -0.27
58 C -0.16
59 O -0.12
60 O -0.07
61 H 0.11
62 H 0.12
63 H 0.02
64 H 0.11
65 H 0.05
66 H 0.10
67 C -0.17
68 C -0.24
69 O -0.08
70 O -0.01
71 H 0.13
72 H 0.09
73 H 0.08
74 H 0.14
75 H 0.01
76 H -0.02
77 C -0.35
78 C -0.23
79 O -0.03
80 O -0.01
81 H 0.15
82 H 0.07
83 H 0.09
84 H 0.12
85 H 0.00
86 H 0.10
87 C -0.22
88 C -0.24
89 O -0.12
90 O -0.10
91 H 0.14
92 H 0.11
93 H 0.11
94 H 0.08
95 H 0.07
96 H 0.05
97 C -0.27
98 C -0.22
99 O -0.10


7 unconnected molecules or ions with the total composition H14O7, computed with ωB97M-V with the def2-TZVPD basis set.

```
21
H14O7, DFT ωB97M-V with the def2-TZVPD basis set
O 1.181 2.576 -1.525
H 1.980 2.272 -1.979
H 0.837 3.304 -2.073
O 1.653 -2.260 0.430
H 2.384 -2.360 -0.101
H 1.560 -1.290 0.464
O -1.435 -0.652 0.348
H -2.208 -0.140 0.192
H -1.337 -0.854 1.261
O -0.991 -1.182 2.855
H -0.941 -2.079 2.887
H -0.086 -0.907 2.821
O -0.764 -2.617 -1.569
H 0.148 -2.831 -1.638
H -0.998 -1.971 -0.913
O 1.099 0.583 0.572
H 0.335 0.150 0.147
H 1.316 1.299 -0.021
O -1.427 2.881 -1.009
H -1.783 3.302 -0.206
H -0.513 2.781 -0.937
```

Output
- Spin multiplicity: 1
- Relative energy (zero: lowest compared OMol25 entry of this formula, charge and spin): 1.7022 eV
- SMILES string: O.O.O.O.O.O.O
- LUMO level: 0.18 eV
- F_max: 4.3 eV Å⁻¹
- Gap between HOMO and LUMO: 10.5 eV

Löwdin analysis output, partial charges in e:
1 O -0.06
2 H 0.08
3 H 0.08
4 O -0.03
5 H -0.01
6 H 0.00
7 O -0.03
8 H 0.06
9 H -0.03
10 O 0.04
11 H 0.02
12 H 0.06
13 O -0.06
14 H 0.00
15 H -0.03
16 O -0.06
17 H 0.02
18 H 0.00
19 O -0.04
20 H 0.06
21 H -0.07


3 unconnected molecules or ions with the total composition C14H23F7NO5, computed with ωB97M-V with the def2-TZVPD basis set.

```
50
C14H23F7NO5, DFT ωB97M-V with the def2-TZVPD basis set
O 0.573 2.164 3.921
C -0.153 2.598 2.818
N 0.658 3.760 2.277
C 0.065 5.040 2.804
C -0.973 4.527 3.820
C -1.475 3.285 3.073
C -2.588 2.491 3.719
C -3.935 3.009 3.240
F -4.165 4.243 3.832
H -0.014 1.894 4.643
H -0.198 1.796 2.087
H 1.653 3.693 2.472
H 0.450 3.730 1.279
H -0.512 5.545 2.050
H 0.785 5.696 3.255
H -0.441 4.297 4.736
H -1.748 5.230 4.079
H -1.769 3.696 2.109
H -2.548 1.433 3.487
H -2.561 2.632 4.790
H -3.880 3.192 2.173
H -4.740 2.322 3.454
C 2.098 -1.225 -2.333
C 2.941 -0.183 -1.633
O 2.411 1.153 -1.840
C 1.427 1.524 -1.063
O 0.906 0.901 -0.177
C 1.022 2.967 -1.395
F 0.931 3.193 -2.699
F 1.916 3.842 -0.880
F -0.170 3.269 -0.835
H 2.002 -0.987 -3.393
H 2.557 -2.200 -2.233
H 1.094 -1.269 -1.912
H 3.944 -0.161 -2.050
H 3.031 -0.383 -0.567
C -1.974 -6.363 -3.200
C -0.933 -6.471 -4.293
O 0.281 -5.782 -3.927
C 1.114 -6.450 -3.140
O 0.963 -7.550 -2.703
C 2.371 -5.602 -2.888
F 2.054 -4.320 -2.602
F 3.154 -5.598 -3.979
F 3.077 -6.088 -1.868
H -2.159 -5.317 -2.953
H -2.908 -6.818 -3.525
H -1.643 -6.865 -2.292
H -1.280 -5.983 -5.201
H -0.711 -7.508 -4.537
```

Output
- Spin multiplicity: 1
- LUMO level: -2.54 eV
- F_max: 2.0 eV Å⁻¹
- Gap between HOMO and LUMO: 10.4 eV
- Net charge: +1

Löwdin analysis output, partial charges in e:
1 O 0.05
2 C -0.29
3 N 0.15
4 C -0.06
5 C -0.10
6 C -0.26
7 C -0.11
8 C -0.18
9 F -0.04
10 H 0.13
11 H 0.16
12 H 0.19
13 H 0.14
14 H 0.13
15 H 0.13
16 H 0.12
17 H 0.13
18 H 0.15
19 H 0.13
20 H 0.13
21 H 0.12
22 H 0.12
23 C -0.05
24 C -0.17
25 O 0.06
26 C -0.42
27 O 0.15
28 C -0.52
29 F 0.20
30 F 0.15
31 F 0.14
32 H 0.09
33 H 0.06
34 H 0.08
35 H 0.13
36 H 0.13
37 C -0.06
38 C -0.19
39 O 0.03
40 C -0.40
41 O 0.18
42 C -0.52
43 F 0.13
44 F 0.17
45 F 0.18
46 H 0.08
47 H 0.08
48 H 0.08
49 H 0.13
50 H 0.13


9 unconnected molecules or ions with the total composition C12H47B2O13, computed with ωB97M-V with the def2-TZVPD basis set.

```
74
C12H47B2O13, DFT ωB97M-V with the def2-TZVPD basis set
O -0.085 -19.064 -14.295
H -0.792 -19.643 -13.800
H -0.063 -18.110 -13.972
H -0.236 -19.144 -15.280
B -2.122 -20.379 -12.856
H -1.531 -21.143 -13.504
H -2.886 -19.862 -13.556
H -2.584 -21.019 -12.014
H -1.417 -19.579 -12.406
B 0.268 -16.266 -13.226
H 0.595 -15.979 -12.162
H 1.058 -16.925 -13.744
H -0.724 -16.845 -13.156
H 0.114 -15.345 -13.906
C -0.895 -12.041 -16.641
C -0.625 -13.496 -16.422
O -1.276 -14.296 -17.404
O -2.297 -11.762 -16.620
H -0.451 -11.667 -17.568
H -0.446 -11.498 -15.799
H -1.026 -13.822 -15.453
H 0.421 -13.781 -16.291
H -2.219 -14.298 -17.216
H -2.434 -11.216 -15.845
C -3.224 -15.961 -11.821
C -3.650 -15.216 -13.107
O -2.963 -15.591 -14.303
O -1.986 -15.571 -11.267
H -3.306 -17.038 -12.008
H -3.977 -15.744 -11.061
H -3.657 -14.135 -12.945
H -4.660 -15.522 -13.389
H -2.029 -15.730 -14.119
H -1.195 -15.811 -11.797
C 5.061 -15.190 -13.435
C 3.608 -15.313 -13.009
O 2.759 -15.090 -14.129
O 5.243 -14.051 -14.255
H 5.409 -16.077 -13.981
H 5.709 -15.166 -12.558
H 3.407 -14.531 -12.267
H 3.385 -16.249 -12.489
H 1.885 -15.499 -13.931
H 4.531 -14.103 -14.907
C 0.011 -18.578 -9.726
C 1.449 -18.273 -10.160
O 1.711 -18.449 -11.529
O -0.269 -19.920 -10.056
H -0.661 -17.933 -10.302
H -0.071 -18.451 -8.645
H 2.140 -18.890 -9.583
H 1.674 -17.242 -9.842
H 1.309 -17.721 -12.026
H -0.713 -20.057 -10.903
C -0.248 -12.625 -12.518
C -0.962 -11.701 -11.557
O -2.087 -12.348 -10.971
O 0.473 -13.617 -11.809
H 0.386 -12.021 -13.183
H -0.961 -13.149 -13.167
H -1.254 -10.827 -12.143
H -0.231 -11.398 -10.798
H -1.763 -13.255 -10.830
H 0.783 -14.244 -12.487
C -0.181 -17.234 -17.062
C 1.333 -16.992 -16.832
O 2.103 -17.498 -17.903
O -0.513 -18.632 -16.865
H -0.477 -17.022 -18.087
H -0.733 -16.613 -16.361
H 1.637 -17.424 -15.877
H 1.425 -15.910 -16.757
H 1.915 -18.442 -17.946
H -0.595 -19.072 -17.711
```

Output
- Spin multiplicity: 1
- Relative energy (zero: lowest compared OMol25 entry of this formula, charge and spin): 0.0000 eV
- LUMO level: 2.10 eV
- F_max: 2.0 eV Å⁻¹
- Gap between HOMO and LUMO: 8.7 eV
- Net charge: -1

Löwdin analysis output, partial charges in e:
1 O 0.12
2 H 0.03
3 H 0.06
4 H 0.10
5 B -0.38
6 H -0.03
7 H -0.04
8 H -0.03
9 H -0.05
10 B -0.39
11 H 0.03
12 H 0.01
13 H 0.02
14 H 0.03
15 C -0.24
16 C -0.25
17 O -0.07
18 O -0.06
19 H 0.12
20 H 0.11
21 H 0.09
22 H 0.12
23 H 0.09
24 H 0.08
25 C -0.23
26 C -0.22
27 O -0.09
28 O -0.09
29 H 0.12
30 H 0.12
31 H 0.11
32 H 0.11
33 H 0.02
34 H 0.01
35 C -0.25
36 C -0.23
37 O -0.11
38 O -0.07
39 H 0.11
40 H 0.12
41 H 0.12
42 H 0.12
43 H -0.01
44 H 0.07
45 C -0.23
46 C -0.26
47 O -0.07
48 O -0.09
49 H 0.11
50 H 0.11
51 H 0.11
52 H 0.11
53 H 0.00
54 H 0.02
55 C -0.26
56 C -0.25
57 O -0.07
58 O -0.08
59 H 0.12
60 H 0.11
61 H 0.11
62 H 0.12
63 H 0.06
64 H 0.01
65 C -0.17
66 C -0.22
67 O -0.05
68 O -0.09
69 H 0.12
70 H 0.11
71 H 0.11
72 H 0.11
73 H 0.08
74 H 0.10


4 unconnected molecules or ions with the total composition C44H99BN10O7P3S2, computed with ωB97M-V with the def2-TZVPD basis set.

```
166
C44H99BN10O7P3S2, DFT ωB97M-V with the def2-TZVPD basis set
C 3.383 -4.426 2.930
C 1.869 -4.682 2.976
C 1.492 -6.018 2.309
C 1.074 -5.932 0.831
N -0.009 -4.976 0.578
C -1.139 -5.619 -0.150
C -2.349 -4.701 -0.356
C -3.682 -5.287 0.139
C -4.908 -4.868 -0.696
C -5.483 -3.443 -0.421
C -4.942 -2.623 0.757
C -4.129 -1.367 0.414
C -3.222 -1.470 -0.823
O -4.946 -0.178 0.324
C -4.466 0.817 1.189
C -3.115 1.375 0.760
C -2.017 1.359 1.611
C -0.793 1.840 1.149
C -0.676 2.319 -0.145
C -1.774 2.358 -1.003
C -2.991 1.875 -0.533
O -5.767 -2.754 -1.592
B -7.033 -3.275 -2.229
O -7.567 -4.202 -1.175
C -6.977 -3.769 -0.005
O -7.137 -4.648 1.082
C -8.504 -4.842 1.344
C -8.714 -5.611 2.659
C 0.426 -3.810 -0.072
S 0.087 -2.341 0.506
S 1.393 -3.898 -1.599
C 2.906 -3.022 -1.100
C 3.067 -1.677 -1.819
C 2.807 -1.794 -3.332
H 3.922 -5.297 3.302
H 3.719 -4.132 1.933
H 3.639 -3.582 3.587
H 1.317 -3.831 2.581
H 1.611 -4.755 4.037
H 0.700 -6.544 2.846
H 2.391 -6.643 2.332
H 0.723 -6.923 0.532
H 1.968 -5.744 0.228
H -0.759 -5.995 -1.113
H -1.442 -6.508 0.405
H -2.164 -3.717 0.064
H -2.479 -4.572 -1.434
H -3.584 -6.376 0.025
H -3.815 -5.133 1.212
H -5.654 -5.650 -0.579
H -4.599 -4.893 -1.745
H -4.355 -3.212 1.462
H -5.805 -2.267 1.326
H -3.473 -1.187 1.275
H -2.181 -1.268 -0.555
H -3.505 -0.675 -1.511
H -3.299 -2.409 -1.360
H -5.170 1.655 1.159
H -4.430 0.465 2.228
H -2.094 0.967 2.619
H 0.096 1.818 1.768
H 0.274 2.671 -0.529
H -1.721 2.711 -2.025
H -3.855 1.883 -1.188
H -6.780 -3.894 -3.260
H -7.870 -2.388 -2.393
H -7.528 -2.823 0.200
H -8.996 -5.387 0.536
H -9.032 -3.882 1.420
H -9.457 -5.099 3.271
H -9.128 -6.601 2.454
H -7.778 -5.735 3.202
H 3.790 -3.636 -1.285
H 2.895 -2.809 -0.031
H 4.083 -1.301 -1.671
H 2.392 -0.937 -1.385
H 3.273 -0.949 -3.839
H 1.737 -1.790 -3.530
H 3.261 -2.726 -3.673
O 1.695 4.916 0.325
P 1.984 6.383 0.504
N 3.430 6.538 -0.430
C 4.654 5.867 -0.029
C 3.184 6.355 -1.853
N 2.210 6.388 2.201
C 3.404 6.820 2.889
C 1.562 5.312 2.945
N 1.738 8.148 0.540
C 0.384 8.530 0.104
C 2.697 9.116 0.036
H 5.475 6.209 -0.665
H 4.592 4.774 -0.098
H 4.942 6.138 0.985
H 2.406 7.048 -2.194
H 2.855 5.335 -2.086
H 4.084 6.573 -2.430
H 4.162 6.027 2.920
H 3.167 7.089 3.923
H 3.843 7.712 2.441
H 2.144 4.381 2.917
H 0.575 5.101 2.543
H 1.428 5.609 3.988
H 0.251 8.412 -0.978
H 0.166 9.565 0.370
H -0.361 7.904 0.606
H 2.744 9.154 -1.060
H 3.698 8.933 0.414
H 2.398 10.106 0.393
O 4.146 -1.219 5.423
P 3.017 -0.257 5.730
N 3.952 1.182 5.980
C 4.917 1.268 7.061
C 4.521 1.687 4.740
N 2.466 -1.055 7.147
C 2.445 -0.493 8.476
C 2.706 -2.493 7.217
N 1.503 0.705 5.784
C 0.668 0.491 4.594
C 1.430 2.106 6.164
H 5.286 2.295 7.131
H 5.777 0.598 6.929
H 4.455 1.060 8.024
H 3.730 1.842 3.996
H 5.257 0.994 4.312
H 5.003 2.653 4.903
H 3.425 -0.576 8.965
H 1.721 -1.025 9.100
H 2.135 0.552 8.482
H 3.729 -2.727 7.539
H 2.544 -2.960 6.249
H 2.005 -2.953 7.918
H 1.092 0.976 3.708
H -0.345 0.867 4.747
H 0.585 -0.581 4.384
H 1.821 2.786 5.397
H 1.951 2.304 7.096
H 0.377 2.355 6.328
O 2.741 0.512 -7.543
P 1.283 0.759 -7.212
N 0.691 -0.768 -7.785
C 0.774 -1.137 -9.185
C 1.133 -1.870 -6.942
N 1.015 2.102 -8.240
C 0.091 2.139 -9.348
C 2.171 2.944 -8.520
N -0.301 1.047 -6.428
C -0.161 1.386 -5.000
C -1.474 0.202 -6.601
H 0.219 -2.065 -9.345
H 1.805 -1.283 -9.535
H 0.290 -0.398 -9.821
H 0.851 -1.687 -5.898
H 2.221 -2.002 -6.980
H 0.655 -2.804 -7.242
H 0.528 1.694 -10.252
H -0.174 3.173 -9.585
H -0.847 1.632 -9.123
H 2.808 2.524 -9.311
H 2.783 3.070 -7.631
H 1.842 3.939 -8.830
H 0.115 0.515 -4.396
H -1.088 1.803 -4.605
H 0.617 2.147 -4.871
H -1.403 -0.756 -6.075
H -1.683 0.004 -7.647
H -2.338 0.741 -6.199
```

Output
- Spin multiplicity: 1
- LUMO level: 1.06 eV
- F_max: 6.3 eV Å⁻¹
- Gap between HOMO and LUMO: 5.1 eV
- Net charge: -1

Results of the Löwdin charge analysis, in e, for atoms 1 through 99:
1 C -0.10
2 C -0.25
3 C -0.18
4 C -0.21
5 N -0.20
6 C -0.17
7 C -0.18
8 C -0.19
9 C -0.08
10 C -0.40
11 C -0.03
12 C -0.32
13 C -0.02
14 O -0.10
15 C -0.19
16 C -0.21
17 C -0.04
18 C -0.09
19 C -0.10
20 C -0.07
21 C -0.04
22 O -0.06
23 B -0.55
24 O -0.06
25 C -0.41
26 O -0.07
27 C -0.27
28 C -0.07
29 C -1.06
30 S 0.76
31 S 0.87
32 C -0.50
33 C -0.32
34 C -0.15
35 H 0.07
36 H 0.06
37 H 0.06
38 H 0.06
39 H 0.10
40 H 0.11
41 H 0.10
42 H 0.11
43 H 0.09
44 H 0.11
45 H 0.11
46 H 0.05
47 H 0.11
48 H 0.10
49 H 0.11
50 H 0.12
51 H 0.13
52 H 0.11
53 H 0.12
54 H 0.12
55 H 0.02
56 H 0.08
57 H 0.07
58 H 0.13
59 H 0.12
60 H 0.10
61 H 0.08
62 H 0.09
63 H 0.09
64 H 0.12
65 H 0.05
66 H 0.05
67 H 0.16
68 H 0.12
69 H 0.12
70 H 0.06
71 H 0.06
72 H 0.07
73 H 0.08
74 H 0.05
75 H 0.10
76 H 0.09
77 H 0.07
78 H 0.04
79 H 0.07
80 O -0.29
81 P 0.72
82 N -0.35
83 C -0.12
84 C -0.14
85 N -0.31
86 C -0.14
87 C -0.14
88 N -0.30
89 C -0.14
90 C -0.14
91 H 0.08
92 H 0.09
93 H 0.05
94 H 0.07
95 H 0.08
96 H 0.08
97 H 0.07
98 H 0.08
99 H 0.07